w | Molecular formula: C6H8
Method: DFT, the ωB97M-V functional and the def2-TZVPD basis

HOMO ... -9.1407 eV
Molecular weight ... 80.1 g mol⁻¹
HOMO-LUMO gap ... 0.384 Eh

Structure (ORCA input):
```
! wB97M-V def2-TZVPD RIJCOSX def2/J DEFGRID3
* xyz 0 1
H 1.13 0.77 0.92
H 0.14 0.60 1.53
C 0.94 -0.78 -0.65
H -2.08 0.48 -0.76
C 0.17 0.43 -1.09
H -1.56 0.42 2.03
C -0.91 0.13 1.21
H -1.21 -2.08 0.48
C -1.13 0.21 -0.30
H 1.45 -1.62 -1.11
C -0.77 -1.07 0.39
H 2.32 1.11 -0.35
H 0.11 0.85 -2.10
C 1.41 0.54 -0.21
*
```


x | Molecular formula: C6H8
Method: DFT, the ωB97M-V functional and the def2-TZVPD basis

HOMO ... -8.7527 eV
Molecular weight ... 80.1 g mol⁻¹
Structure (SMILES) ... C1=C[C@H]2C[C@H]2C1
HOMO-LUMO gap ... 0.367 Eh

Structure (ORCA input):
```
! wB97M-V def2-TZVPD RIJCOSX def2/J DEFGRID3
* xyz 0 1
H -1.21 1.35 -1.06
H -2.52 -0.04 0.52
H 1.12 1.67 -0.97
C -0.67 0.69 -0.41
C 1.46 -0.19 0.20
C 0.78 1.10 -0.08
C -1.42 -0.13 0.63
H 2.52 -0.19 0.54
H -1.00 -0.16 1.63
C -0.64 -0.85 -0.51
C 0.74 -1.28 -0.11
H -1.22 -1.45 -1.22
H 1.24 -2.24 0.03
H 0.83 1.71 0.80
*
```


Most stable to least stable, the ends of the list are x and w.


w | Molecular formula: C6H8
Method: DFT, the ωB97M-V functional and the def2-TZVPD basis

HOMO (alpha / beta) ... -7.7792 / -7.7691 eV
Molecular weight ... 80.1 g mol⁻¹
HOMO-LUMO gap (alpha / beta) ... 0.267 / 0.266 Eh

Structure (ORCA input):
```
! wB97M-V def2-TZVPD RIJCOSX def2/J DEFGRID3
* xyz 0 1
C 0.71 1.64 -0.13
H 1.59 -0.77 0.81
H 0.88 -1.87 -1.20
H 1.44 2.39 -0.43
C 0.14 -1.52 -0.47
H 0.47 0.67 -2.07
C -0.68 -0.26 -0.27
H -1.71 0.43 1.55
C -0.69 0.25 1.19
H -0.33 -0.38 2.01
H -0.54 -2.39 -0.39
C 0.26 0.64 -1.01
C 0.12 1.53 1.16
H -1.65 -0.36 -0.74
*
```


x | Molecular formula: C6H8
Method: DFT, the ωB97M-V functional and the def2-TZVPD basis

HOMO ... -9.1597 eV
Molecular weight ... 80.1 g mol⁻¹
Structure (SMILES) ... CC1=CC1.C#C
HOMO-LUMO gap ... 0.374 Eh

Structure (ORCA input):
```
! wB97M-V def2-TZVPD RIJCOSX def2/J DEFGRID3
* xyz 0 1
H 0.94 2.92 0.43
C 0.02 1.12 0.64
H 1.69 1.75 -0.61
C 0.06 -3.43 -1.02
H 0.11 2.21 -1.00
H -2.06 0.15 0.33
H 1.24 -4.57 -2.57
H 0.21 -0.92 1.56
H -1.78 1.11 1.99
C 0.78 -4.11 -1.75
C -1.40 0.71 1.00
C -0.08 -0.01 1.23
C 0.69 2.11 -0.16
H -0.69 -2.86 -0.51
*
```


y | Molecular formula: C6H8
Method: DFT, the ωB97M-V functional and the def2-TZVPD basis

HOMO ... -9.1225 eV
Molecular weight ... 80.1 g mol⁻¹
Structure (SMILES) ... C=CC=C.C#C
HOMO-LUMO gap ... 0.373 Eh

Structure (ORCA input):
```
! wB97M-V def2-TZVPD RIJCOSX def2/J DEFGRID3
* xyz 0 1
C -0.06 0.65 -1.40
H -0.14 -1.68 1.45
C -1.95 0.29 0.18
H 0.78 1.27 0.44
C 0.92 -1.53 1.51
C -1.23 -0.08 -0.89
H 0.08 0.63 -2.49
H -2.80 -0.29 0.52
H 3.16 -1.16 1.56
C 2.10 -1.33 1.54
H -1.72 1.20 0.72
H 1.67 1.82 -1.09
H -1.53 -0.97 -1.44
C 0.83 1.29 -0.65
*
```


Most stable to least stable, the ends of the list are y and w.


w | Molecular formula: C6H8
Method: DFT, the ωB97M-V functional and the def2-TZVPD basis

HOMO ... -9.3762 eV
Molecular weight ... 80.1 g mol⁻¹
HOMO-LUMO gap ... 0.339 Eh

Structure (ORCA input):
```
! wB97M-V def2-TZVPD RIJCOSX def2/J DEFGRID3
* xyz 0 1
C -2.34 -0.94 -0.19
C 0.79 0.49 -0.06
C 0.94 -0.71 0.08
H -1.87 0.70 1.05
H -0.39 2.17 -0.65
H 2.23 -2.10 -0.78
C -2.58 0.20 0.28
H 0.69 2.48 0.65
C 1.47 -2.11 -0.04
H 0.64 -2.70 -0.19
H 1.87 -2.51 0.89
H -3.36 0.80 -0.04
H 1.34 2.30 -0.78
C 0.58 1.90 -0.22
*
```


x | Molecular formula: C6H8
Method: DFT, the ωB97M-V functional and the def2-TZVPD basis

HOMO ... -8.6850 eV
Molecular weight ... 80.1 g mol⁻¹
Structure (SMILES) ... C1=C[C@H]2C[C@H]2C1
HOMO-LUMO gap ... 0.363 Eh

Structure (ORCA input):
```
! wB97M-V def2-TZVPD RIJCOSX def2/J DEFGRID3
* xyz 0 1
H 2.50 -0.05 0.63
H 1.13 -1.23 -1.27
H -0.73 -1.56 0.95
H -1.16 -1.86 -0.81
C -0.82 -1.11 -0.12
H -0.93 2.33 0.33
C -1.53 0.18 0.02
C 0.60 -0.55 -0.59
C 0.66 0.95 -0.48
H 1.22 1.57 -1.13
H -2.54 0.35 0.41
H 0.99 -0.18 1.57
C 1.36 -0.08 0.53
C -0.76 1.24 -0.06
*
```


Most stable to least stable, the ends of the list are x and w.


w | Molecular formula: C6H8
Method: DFT, the ωB97M-V functional and the def2-TZVPD basis

HOMO ... -9.0066 eV
Molecular weight ... 80.1 g mol⁻¹
Structure (SMILES) ... C1=CC1.C=C=C
HOMO-LUMO gap ... 0.375 Eh

Structure (ORCA input):
```
! wB97M-V def2-TZVPD RIJCOSX def2/J DEFGRID3
* xyz 0 1
H -2.68 0.62 0.09
H -0.11 2.14 0.09
H -0.84 0.29 -2.29
C -1.66 0.24 0.04
C -0.89 0.45 -1.23
H 1.47 -2.60 -0.63
C 1.07 -1.62 -0.41
H 1.99 1.15 1.02
C 1.35 0.31 1.26
C 1.37 -0.78 0.54
H 0.27 -1.20 -1.04
H -1.48 -0.64 0.67
H 0.69 0.41 2.12
C -0.56 1.22 -0.24
*
```


x | Molecular formula: C6H8
Method: DFT, the ωB97M-V functional and the def2-TZVPD basis

HOMO ... -8.5254 eV
Molecular weight ... 80.1 g mol⁻¹
Structure (SMILES) ... C=C/C=C\C=C
HOMO-LUMO gap ... 0.354 Eh

Structure (ORCA input):
```
! wB97M-V def2-TZVPD RIJCOSX def2/J DEFGRID3
* xyz 0 1
H 1.50 -2.05 -0.57
H -0.64 0.57 1.31
H -2.80 1.14 0.17
H -2.41 -0.11 -1.11
H 1.46 2.22 0.39
C -2.22 0.33 -0.18
H -0.87 -2.07 -0.12
C 1.02 -1.22 -0.09
C -1.06 0.04 0.43
C 1.28 1.18 -0.22
C -0.28 -1.18 0.10
H 2.61 -0.20 0.78
H 0.59 1.36 -1.04
C 1.80 0.00 0.14
*
```


Most stable to least stable, the ends of the list are x and w.


w | Molecular formula: C27H35KN6O8
Method: DFT, the ωB97M-V functional and the def2-TZVPD basis

HOMO ... -2.9962 eV
Molecular weight ... 610.7 g mol⁻¹
HOMO-LUMO gap ... 0.261 Eh

Structure (ORCA input):
```
! wB97M-V def2-TZVPD RIJCOSX def2/J DEFGRID3
* xyz -2 1
C -3.46 2.97 2.66
C 4.20 -0.42 -2.27
C -0.70 2.26 -2.81
H -0.60 1.96 -4.93
H 2.28 -0.47 -1.56
C -0.27 -1.22 4.37
C 2.34 -0.37 1.61
O 1.85 0.73 1.24
C 1.48 -1.25 2.56
H -0.36 -3.43 4.12
H -0.74 -1.71 -3.46
C -0.58 -2.65 -2.94
H 0.40 -2.61 -2.45
O 1.06 -1.73 -0.32
H -2.62 -4.15 -0.68
C -1.70 2.97 4.13
H 5.20 1.32 -1.42
H -1.35 -2.83 1.63
H 3.09 1.99 -2.61
C -2.92 3.75 -3.25
H -2.02 2.23 6.12
O 3.48 -0.82 1.36
O -1.81 -0.60 -1.49
H 0.20 1.70 -2.62
N -3.17 3.43 0.31
O -5.28 3.15 1.19
C -3.18 4.14 -0.80
H -2.26 -4.80 -2.29
C -0.87 -2.53 3.78
H -5.35 2.30 3.37
C 0.23 -0.52 3.10
H 6.07 -0.21 -1.23
C -2.09 -1.77 -1.27
H -2.66 3.34 -5.34
O -0.80 -0.88 2.15
N -2.17 3.23 2.91
N -1.32 2.79 -1.75
H 0.35 0.55 3.17
H -1.04 -0.62 4.85
H -2.83 -2.04 -0.49
H 5.80 -0.53 -3.74
C -4.05 3.24 1.27
H 4.65 0.11 -0.22
H 2.89 1.61 -1.01
H 3.89 -2.12 -0.96
C -3.81 2.19 4.90
C 0.84 -2.54 1.93
C 5.08 0.25 -1.22
O -3.72 5.24 -1.01
H -3.80 4.38 -3.35
H -0.62 -3.48 -3.64
C -2.47 2.44 5.15
C -2.28 3.19 -4.34
H -4.45 1.79 5.67
C -1.87 -4.18 -1.47
H 3.39 -2.40 -2.64
C -2.42 3.52 -1.97
K -0.02 0.21 0.07
N 2.79 0.03 -2.27
C 0.99 -2.75 0.41
H 5.12 -2.39 -2.23
C -4.31 2.46 3.64
N -1.64 -2.83 -1.95
H -0.64 3.18 4.28
H -1.93 -2.63 4.01
H 0.53 -1.40 5.09
C -0.65 -2.30 2.27
H 2.16 -1.52 3.37
H 1.20 -3.45 2.40
C 4.78 -0.15 -3.66
C -1.14 2.42 -4.12
N 2.56 1.41 -1.96
H -0.95 -4.61 -1.08
H 4.15 -0.64 -4.42
O 0.94 -3.95 0.03
H 4.80 0.92 -3.88
C 4.15 -1.93 -2.01
*
```


x | Molecular formula: C27H35KN6O8
Method: DFT, the ωB97M-V functional and the def2-TZVPD basis

HOMO ... -2.7975 eV
Molecular weight ... 610.7 g mol⁻¹
HOMO-LUMO gap ... 0.253 Eh

Structure (ORCA input):
```
! wB97M-V def2-TZVPD RIJCOSX def2/J DEFGRID3
* xyz -2 1
H 1.39 1.06 -2.39
H 2.88 4.07 -1.36
N 2.07 1.55 -0.59
C -2.37 -1.65 -3.32
H 4.85 -3.84 1.27
H 4.34 2.51 1.70
C 2.45 -1.89 0.66
H -2.97 -4.38 -1.45
H 2.61 2.27 1.91
C -1.47 3.78 0.50
H -3.22 2.23 -4.28
C 0.22 1.75 2.88
C 3.06 3.82 -0.31
C -2.79 -2.99 0.18
H -4.88 3.03 -2.57
C -3.57 -1.35 -0.97
C -1.96 3.45 -0.91
H 3.63 0.90 1.45
C -3.81 3.06 -2.37
H 2.20 4.16 0.27
H 1.60 0.48 5.69
C 3.47 1.98 1.32
H -3.59 -0.30 -1.24
H -5.32 -1.19 0.31
H 1.91 -4.56 1.76
N -0.50 2.97 0.92
C 2.10 -4.29 0.71
H 4.61 0.78 -0.84
H -3.98 3.84 -0.35
C 0.94 1.73 4.07
H 2.58 -5.13 0.22
C -2.91 2.63 -3.33
C -0.30 -0.46 3.06
C 0.41 -0.59 4.25
H 0.47 -1.55 4.75
N -0.40 0.68 2.39
H -3.97 -2.73 -2.56
H 3.94 4.37 0.02
O 1.29 -1.64 0.87
N -1.09 3.08 -1.84
H -0.82 2.37 -3.75
H 1.30 1.78 0.03
K -0.41 -0.76 -1.07
C -2.43 -3.45 -1.25
H 0.85 2.51 -1.87
O -0.09 -3.20 -1.90
H 4.88 -2.36 0.30
C -3.08 -2.30 -2.09
N 1.68 1.91 -1.92
C 4.39 -3.33 0.42
O -1.91 -0.48 -3.17
O -2.12 4.62 1.14
H 1.15 -4.10 0.21
H 4.27 2.04 -2.04
H 3.19 -1.09 0.47
C 0.08 3.08 2.12
H -2.15 -3.40 0.96
C 1.04 0.53 4.76
O -0.72 -4.95 -0.66
O -2.64 -1.56 0.12
C -3.33 3.49 -1.15
H 1.40 2.64 4.41
C -0.94 -3.89 -1.30
H 4.57 -3.93 -0.48
C 4.45 1.85 -0.98
C -1.56 2.69 -3.02
H -4.68 -4.09 0.07
N 2.98 -3.13 0.62
O -2.43 -2.32 -4.36
C -4.30 -3.13 0.43
H 5.35 2.39 -0.67
O 0.58 4.08 2.65
H -5.58 -2.20 -1.13
C -4.86 -1.92 -0.36
C 3.26 2.31 -0.16
H -0.80 -1.31 2.62
H -4.53 -3.05 1.49
*
```


Most stable to least stable, the ends of the list are x and w.


w | Molecular formula: CH11N3O3
Method: DFT, the ωB97M-V functional and the def2-TZVPD basis

HOMO ... -9.0955 eV
Molecular weight ... 113.1 g mol⁻¹
Structure (SMILES) ... N=C(N)N.O.O.O
HOMO-LUMO gap ... 0.351 Eh

Structure (ORCA input):
```
! wB97M-V def2-TZVPD RIJCOSX def2/J DEFGRID3
* xyz 0 1
O 1.54 1.35 -2.06
H 0.71 1.26 -2.56
N 0.51 -1.84 0.24
H 3.45 1.66 0.95
H -0.14 1.04 1.39
H 0.42 -2.33 -0.65
H 1.94 2.17 -2.34
O 2.69 0.95 1.07
N 0.06 -0.02 1.49
O -4.55 -0.80 -0.16
H 0.96 -0.13 2.00
H 0.79 -2.13 1.17
N -0.92 -0.17 -0.61
H -1.39 0.74 -0.41
H -3.81 -0.46 0.41
H -4.30 -1.66 -0.43
C -0.06 -0.54 0.23
H 2.12 0.91 0.29
*
```


x | Molecular formula: CH11N3O3
Method: DFT, the ωB97M-V functional and the def2-TZVPD basis

HOMO ... -8.9052 eV
Molecular weight ... 113.1 g mol⁻¹
Structure (SMILES) ... N=C(N)N.O.O.O
HOMO-LUMO gap ... 0.341 Eh

Structure (ORCA input):
```
! wB97M-V def2-TZVPD RIJCOSX def2/J DEFGRID3
* xyz 0 1
H 1.27 -0.41 -1.09
H 1.25 2.21 -3.37
H -2.91 -0.86 3.47
H 1.55 1.78 -0.07
O -2.88 -0.82 2.48
H -1.09 -2.54 -0.52
H 0.74 -2.11 -1.18
N 0.55 -1.12 -0.92
H 0.67 0.88 -3.31
H -2.39 -1.56 2.00
H 2.07 3.04 0.47
H -0.95 0.55 1.42
C -0.19 -1.14 0.29
O 1.47 2.33 0.69
H 0.67 0.48 1.22
N -1.00 -2.21 0.46
O 1.39 1.39 -2.98
N -0.22 0.10 0.94
*
```


Most stable to least stable, the ends of the list are w and x.